(1)
{"formula": "C8H16N2", "method": "ωB97M-V/def2-TZVPD", "e_homo_ev": -18.991, "charge": 2, "multiplicity": 1, "de_lowest_kcal_mol": 25.1, "smiles": "CC(C)C1=[N+](C)C(=[NH2+])CC1", "energy_ha": -423.2268, "orbital_gap_ev": 9.51, "species": ["C", "C", "C", "C", "N", "C", "C", "N", "C", "C", "H", "H", "H", "H", "H", "H", "H", "H", "H", "H", "H", "H", "H", "H", "H", "H"], "coordinates": [[1.8087, -0.7607, -1.1716], [1.5508, -0.3688, 0.3428], [2.6095, 0.6868, 0.6623], [0.1827, 0.1517, 0.1959], [-0.8684, -0.6651, 0.2057], [-0.8890, -2.0381, 0.5893], [-2.0097, 0.1153, -0.0444], [-3.2472, -0.2454, -0.1707], [-1.6663, 1.5072, -0.1281], [-0.1315, 1.5219, -0.1123], [2.8749, -0.5177, -1.5340], [1.1724, -0.1922, -1.9990], [1.5667, -1.8048, -1.3661], [1.5332, -1.0994, 1.1324], [2.4247, 1.7605, 0.2140], [3.6508, 0.5203, 0.4122], [2.6308, 0.8437, 1.8530], [-0.1071, -2.4221, -0.0510], [-1.8743, -2.3545, 0.6236], [-0.4470, -2.2433, 1.5924], [-4.0110, 0.4126, -0.0908], [-3.5651, -1.1759, -0.4134], [-1.9393, 2.1557, -1.0476], [-2.1584, 1.9899, 0.6650], [0.5002, 1.9907, -0.8842], [0.4090, 2.2317, 0.5245]], "forces_ev_per_a": [[0.0, 0.2, -2.6], [0.6, 1.7, -1.3], [-0.5, 3.3, 3.2], [2.2, -0.1, -0.3], [-2.0, 2.8, 0.2], [3.1, -0.3, 1.1], [-0.6, -0.4, -0.6], [0.3, -1.3, 0.1], [1.7, 2.9, -2.8], [-0.1, 0.7, 1.0], [-1.5, -0.6, 1.1], [1.0, -0.8, 2.0], [0.3, -0.1, 0.0], [0.4, -1.1, -0.3], [0.1, -2.2, 0.7], [-0.1, -0.9, -0.3], [-0.1, -0.1, -2.6], [-0.8, -1.5, -0.6], [-1.6, -1.3, -0.6], [-0.5, 0.8, -0.3], [0.1, 0.5, -0.4], [0.2, -0.4, 0.5], [-0.4, -1.7, 1.1], [-0.3, 1.0, 1.5], [-0.8, -0.8, -1.2], [-0.6, -0.3, 1.5]]}

=====

(2)
{"formula": "C6H36NO12", "method": "ωB97M-V/def2-TZVPD", "e_homo_ev": -11.902, "charge": 1, "multiplicity": 1, "de_lowest_kcal_mol": 17.4, "energy_ha": -1207.5852, "orbital_gap_ev": 9.44, "species": ["C", "O", "C", "C", "C", "C", "C", "N", "H", "H", "H", "H", "H", "H", "H", "H", "H", "H", "H", "H", "H", "H", "H", "H", "O", "H", "H", "O", "H", "H", "O", "H", "H", "O", "H", "H", "O", "H", "H", "O", "H", "H", "O", "H", "H", "O", "H", "H", "O", "H", "H", "O", "H", "H", "O"], "coordinates": [[-0.4510, 2.1584, 2.3949], [-0.1917, 2.8175, 1.1550], [-0.7212, 0.6801, 2.3327], [0.4745, -0.0289, 1.6916], [0.7947, -1.4690, 2.2022], [2.0793, -1.7778, 2.2437], [-0.3611, -2.3379, 2.5600], [-1.8799, 0.5539, 1.3419], [0.1772, 2.5908, 3.1778], [-1.3795, 2.6753, 2.7045], [0.0688, 2.1521, 0.5030], [-0.9357, 0.2226, 3.2933], [1.3406, 0.4862, 2.1111], [0.6143, -0.0164, 0.6134], [2.8547, -1.2512, 1.6990], [2.4410, -2.6661, 2.7544], [-0.3022, -2.5985, 3.6284], [-0.3711, -3.2704, 2.0028], [-1.3564, -1.8919, 2.5618], [-2.3655, -0.3127, 1.5500], [-2.5598, 1.3086, 1.3530], [-1.5514, 0.4920, 0.3752], [4.5245, 2.8528, 0.3887], [5.0658, 2.9962, -1.0102], [4.7254, 2.3328, -0.3976], [-1.4223, -0.7585, -1.5101], [-2.7531, -0.0807, -1.8578], [-2.3099, -0.5416, -1.1336], [0.6846, -0.1896, -1.7434], [0.6937, -1.8300, -1.9563], [0.1828, -0.9979, -1.9335], [4.7005, -1.2774, -0.4520], [4.8319, 0.1739, -0.9188], [4.2004, -0.5451, -0.8228], [3.8481, -1.3096, -4.2230], [3.2028, -2.2422, -5.2742], [4.0188, -2.0641, -4.7947], [-0.1466, 1.7931, -1.8761], [1.3031, 1.9845, -1.3174], [0.4895, 1.4698, -1.2231], [-4.7388, -4.3855, 0.4852], [-3.2228, -4.4058, 0.0263], [-3.9833, -3.8571, 0.2220], [-1.9491, 4.5384, -4.1245], [-0.6798, 4.3638, -3.3699], [-1.6336, 4.2798, -3.2487], [-3.5504, 2.9943, -0.1757], [-2.2497, 3.8767, 0.0382], [-2.6646, 3.0328, 0.1894], [-5.4737, -0.7587, 1.8803], [-4.9664, -1.5699, 0.6733], [-4.7657, -0.8056, 1.2276], [2.6056, -2.3509, -1.2602], [2.7918, -2.4405, -2.7274], [2.2221, -2.7949, -2.0297]], "forces_ev_per_a": [[-1.8, 2.8, 0.8], [0.7, -1.0, 0.3], [0.8, 0.5, -2.3], [1.7, -1.2, 1.3], [-0.7, 1.6, -1.0], [0.4, -1.2, 0.2], [0.0, -0.6, 1.7], [0.2, -0.8, 1.3], [0.9, -1.0, -0.1], [-0.2, -0.6, 0.1], [0.1, 0.3, -0.2], [-0.4, 0.2, 0.0], [0.0, 0.4, -0.4], [-0.7, 0.3, -0.1], [-0.1, 0.7, 0.4], [-0.2, -0.3, -0.3], [0.3, -0.3, -0.2], [-0.1, 0.0, -0.1], [0.1, 0.2, -0.7], [-0.5, -0.3, -0.5], [0.0, 0.5, 0.2], [-0.2, -0.2, -0.2], [0.0, -0.2, 0.1], [0.1, -0.1, 0.0], [-0.1, 0.3, -0.2], [0.0, -0.3, 0.1], [-0.1, -0.2, 0.2], [0.2, 0.4, -0.3], [0.3, -0.7, 0.0], [0.4, 0.6, -0.1], [-0.8, -0.3, -0.1], [0.2, 0.0, 0.0], [0.0, 0.3, 0.2], [-0.3, -0.4, -0.1], [0.0, 0.2, -0.2], [0.0, 0.1, 0.0], [0.0, -0.2, 0.3], [0.1, 0.2, 0.0], [-0.1, 0.0, -0.1], [0.2, 0.4, 0.0], [0.3, -0.5, -0.1], [-0.2, -0.4, 0.0], [-0.2, 0.9, 0.1], [-0.3, -0.1, 0.2], [0.0, 0.0, 0.2], [0.4, 0.0, -0.4], [0.0, 0.6, -0.3], [-0.1, 0.4, -0.2], [-0.3, -1.2, 0.4], [0.0, -0.1, -0.1], [0.2, -0.1, 0.0], [0.1, 0.2, 0.2], [-0.1, -0.2, 0.1], [-0.1, -0.4, -0.3], [0.4, 0.3, 0.2]]}

=====

(3)
{"formula": "C3H11NOS2", "method": "ωB97M-V/def2-TZVPD", "e_homo_ev": -8.474, "multiplicity": 1, "de_lowest_kcal_mol": 38.0, "smiles": "NCCCSS.O", "energy_ha": -1047.2068, "orbital_gap_ev": 8.65, "species": ["N", "C", "C", "C", "S", "S", "H", "H", "H", "H", "H", "H", "H", "H", "H", "O", "H", "H"], "coordinates": [[-1.6948, 1.8992, -1.9059], [-0.1855, 1.4677, -1.5481], [-0.1694, 1.3168, -0.0484], [1.0979, 0.5295, 0.3898], [1.0786, -1.2687, -0.2029], [-0.7289, -1.5046, -1.3652], [-1.7941, 2.0460, -2.9059], [-2.0651, 0.9768, -1.7080], [0.3761, 2.4171, -1.8023], [0.2932, 0.6630, -2.0536], [-0.9718, 0.6715, 0.3714], [-0.2422, 2.3730, 0.4318], [1.4713, 0.6175, 1.4618], [2.0524, 0.9137, -0.0110], [-0.8464, -2.7917, -0.7592], [0.4503, 0.3755, 5.2304], [-0.3813, 0.8446, 5.4477], [0.3165, -0.5403, 5.3564]], "forces_ev_per_a": [[2.8, -1.8, 0.7], [-1.9, 4.3, -0.2], [0.8, 0.3, 1.9], [1.5, 0.4, 0.5], [-0.5, 0.8, 0.0], [0.9, -1.9, 1.6], [0.2, -0.1, 0.0], [-1.2, 0.1, -0.2], [-0.2, -1.2, 0.2], [-0.2, -0.8, -0.8], [-0.1, 0.8, -0.6], [0.2, -2.0, -0.6], [-1.7, -0.7, -0.7], [-0.6, 0.1, -0.9], [-0.2, 1.7, -0.9], [-0.2, 2.1, -0.1], [0.7, -0.7, -0.2], [-0.5, -1.4, 0.3]]}

=====

(4)
{"formula": "CH4N2O3", "method": "ωB97M-V/def2-TZVPD", "e_homo_ev": [-10.215, -10.215], "multiplicity": 1, "de_lowest_kcal_mol": 170.6, "energy_ha": -375.3953, "orbital_gap_ev": [6.84, 6.84], "species": ["C", "N", "N", "O", "O", "O", "H", "H", "H", "H"], "coordinates": [[-0.8652, 0.7008, -0.0185], [0.2415, 0.3027, -0.7086], [1.4465, 0.4319, -0.1488], [1.6495, 1.6001, 0.0676], [2.0852, -0.5139, 0.0662], [-0.6310, -1.8844, 0.0241], [-1.1555, -0.2828, 0.3474], [-0.5393, 1.3888, 0.8606], [-1.6430, 1.0503, -0.6348], [-0.5887, -2.7934, 0.1449]], "forces_ev_per_a": [[2.8, 2.4, 1.9], [-2.4, -1.5, -2.4], [-1.2, 1.2, 1.4], [1.3, 1.4, 0.1], [2.1, -2.0, 0.3], [0.0, 4.7, -0.6], [-0.9, -2.5, 1.1], [-1.0, -1.2, -1.2], [-0.9, 0.4, -0.8], [0.2, -2.9, 0.4]]}